Entry 1:
DFT (ωB97M-V/def2-TZVPD) results for a cluster of 3 separate species, C12H32BO5S in total in a non-equilibrium geometry.

XYZ file:
```
51
Properties=species:S:1:pos:R:3:mulliken_charge:R:1
C 2.6158 -1.1706 1.1397 -0.81
C 1.5601 -1.9998 0.1957 -0.45
C 0.0298 -1.7334 0.8155 -0.43
O -0.2012 -0.2838 0.7149 -0.18
S -1.8220 0.0941 0.3465 0.31
C -2.9762 -0.2595 1.8140 -0.56
B -4.0990 -1.3513 1.2429 0.28
O -5.1408 -1.9216 2.1243 -0.47
O -4.0414 -1.7317 -0.2051 -0.42
H 2.3193 -0.0528 1.3487 0.16
H 2.6620 -1.7263 2.1856 0.26
H 3.6623 -1.1630 0.6137 0.32
H 1.5534 -1.6421 -0.9302 0.27
H 1.8330 -3.1547 0.3029 0.32
H -0.7547 -2.3935 0.2375 0.36
H 0.1262 -2.0345 1.9668 0.27
H -1.8432 1.5157 0.2486 0.29
H -2.2950 -0.6893 2.6634 0.34
H -3.5071 0.7410 2.1743 0.40
H -4.8841 -2.8877 2.2301 0.34
H -4.5741 -1.0276 -0.7052 0.35
C 5.3612 2.0494 4.5430 -1.00
C 5.4415 2.6519 3.1495 -0.33
O 4.2465 2.4908 2.3922 -0.41
C 3.0652 3.0782 2.9312 -0.19
C 3.1672 4.5839 3.1117 -1.16
H 5.1139 0.9836 4.4864 0.26
H 6.3174 2.1613 5.0628 0.39
H 4.5915 2.5309 5.1518 0.26
H 6.2373 2.1444 2.5926 0.32
H 5.7230 3.7086 3.1926 0.32
H 2.7935 2.5865 3.8705 0.34
H 2.2566 2.8634 2.2250 0.22
H 3.9490 4.8582 3.8230 0.27
H 2.2198 4.9886 3.4841 0.39
H 3.4047 5.0691 2.1590 0.32
C -2.8122 -0.9118 -3.0658 -0.77
C -1.8318 -1.2726 -4.1704 -0.59
O -2.1842 -2.4575 -4.8768 -0.44
C -3.4407 -2.4499 -5.5491 -0.26
C -3.5542 -1.3633 -6.6058 -1.02
H -2.9085 -1.7383 -2.3532 0.35
H -2.4708 -0.0221 -2.5282 0.25
H -3.8104 -0.7021 -3.4590 0.36
H -0.8486 -1.4548 -3.7218 0.30
H -1.7009 -0.4400 -4.8686 0.34
H -4.2571 -2.3803 -4.8235 0.25
H -3.5428 -3.4251 -6.0362 0.34
H -3.4777 -0.3634 -6.1737 0.26
H -4.5183 -1.4316 -7.1214 0.39
H -2.7534 -1.4635 -7.3463 0.29
```

Charge: +1
Kohn-Sham gap, Eh: 0.258
Molecular weight, g/mol: 299.26
Max |F|, eV/A: 4.319



Entry 2:
DFT (ωB97M-V/def2-TZVPD) results for a structure of composition C50H55NO12PRbS in a non-equilibrium geometry.

XYZ file:
```
121
Properties=species:S:1:pos:R:3:mulliken_charge:R:1
Rb -0.4408 0.5440 0.2175 0.81
C -3.1568 -2.4825 1.8255 -0.86
C -4.2221 -1.6116 1.1713 -0.75
O -3.6066 -0.7067 0.2922 0.84
C -4.2500 0.5460 0.1184 0.07
C -4.3110 1.3822 1.3891 -1.51
O -3.0426 1.3026 1.9746 0.60
C -2.8580 2.0671 3.1367 -1.10
C -1.3924 1.9179 3.5364 -0.46
O -0.9012 0.5993 3.4116 0.85
C -1.4171 -0.3684 4.2841 -1.00
C -2.6084 -1.1311 3.7152 -0.47
O -2.1800 -1.7582 2.5292 0.34
H -2.6047 -3.0278 1.0577 0.23
H -3.6649 -3.1973 2.4921 0.34
H -4.7876 -1.0878 1.9480 0.30
H -4.9235 -2.2621 0.6281 0.32
H -5.2621 0.4219 -0.2927 0.42
H -3.6222 1.0998 -0.5823 -0.10
H -5.0836 1.0259 2.0922 0.34
H -4.5613 2.4136 1.1109 0.49
H -3.5414 1.7193 3.9310 0.27
H -3.0635 3.1294 2.9546 0.46
H -1.2521 2.2946 4.5594 0.46
H -0.7985 2.5094 2.8414 0.06
H -1.7016 0.0689 5.2514 0.37
H -0.6097 -1.0864 4.4445 0.14
H -3.4441 -0.4539 3.5217 0.15
H -2.9347 -1.8846 4.4508 0.45
C 5.2686 -0.9984 3.1347 -1.45
C 5.5084 -0.4937 1.7417 0.64
C 6.8239 -0.2198 1.3682 -0.76
C 7.1486 0.2750 0.1158 -0.63
C 6.1387 0.5004 -0.8065 -0.85
C 4.8254 0.2309 -0.4564 -1.23
C 4.4804 -0.2596 0.8094 0.54
P 2.6759 -0.5612 1.0306 0.83
C 2.4559 0.0629 2.7620 1.21
C 2.0782 -0.7647 3.8197 -0.28
C 1.8656 -0.2680 5.0965 -0.40
C 2.0129 1.0875 5.3387 -1.01
C 2.3516 1.9289 4.2899 -0.81
C 2.5644 1.4501 2.9987 0.01
C 2.8593 2.4420 1.9063 -1.53
C 2.5848 -2.7155 0.8560 1.97
C 3.8587 -3.2876 0.4226 -1.28
C 4.5542 -4.1455 1.2341 -0.30
C 4.0317 -4.6522 2.4355 -1.20
C 2.6941 -4.3635 2.7247 0.02
C 1.9916 -3.4844 1.9441 -0.74
C 0.5257 -3.2536 1.8432 0.15
H 6.1649 -1.4918 3.5155 0.51
H 4.4530 -1.7129 3.1598 -0.16
H 5.0201 -0.1765 3.8117 0.26
H 7.6192 -0.4008 2.0851 0.37
H 8.1829 0.4785 -0.1392 0.32
H 6.3688 0.8941 -1.7899 0.46
H 4.0263 0.4118 -1.1675 0.62
H 1.9763 -1.8269 3.6433 0.01
H 1.5949 -0.9401 5.9046 0.37
H 1.8700 1.4881 6.3364 0.31
H 2.4511 2.9942 4.4711 0.34
H 3.1227 3.4079 2.3399 0.50
H 1.9671 2.5924 1.2905 0.27
H 3.6666 2.1125 1.2566 0.17
H 4.2639 -2.9754 -0.5332 0.26
H 5.5411 -4.4688 0.9160 0.38
H 4.6131 -5.3013 3.0781 0.29
H 2.1941 -4.8596 3.5530 0.38
H 0.1721 -2.3841 2.4145 -0.28
H -0.0503 -4.1386 2.1288 0.49
O -2.0677 8.0947 -1.6958 -0.73
C -3.1285 7.4496 -1.7897 0.49
O -4.2825 7.8437 -2.0681 -0.75
C -3.0040 5.9176 -1.5643 -0.13
C -4.0885 5.0822 -1.8231 -1.13
C -3.9597 3.7288 -1.5884 -0.10
N -2.8465 3.1555 -1.1212 0.36
C -1.8050 3.9534 -0.8714 0.23
C -1.8449 5.3298 -1.0818 -0.63
C -0.5657 3.2491 -0.3356 -0.02
O 0.1372 2.6445 -1.1782 -0.84
O -0.3728 3.2901 0.8995 -0.68
H -5.0075 5.5181 -2.1916 0.44
H -4.7896 3.0466 -1.7742 0.39
H -0.9811 5.9464 -0.8703 0.64
O 2.1379 0.8247 -2.1415 -0.43
H 1.5487 0.0605 -2.1392 0.02
H 1.5670 1.5612 -1.8557 0.44
O 0.2905 -3.0355 0.4459 -0.55
O 1.5657 -2.6650 -0.1690 0.28
O -1.0021 -0.5376 -2.1370 -0.64
S -1.7455 -1.8001 -2.0132 1.01
C -1.1056 -2.9457 -3.3610 -1.74
C 0.1108 -2.3731 -4.0119 0.36
C 1.3470 -2.4562 -3.3762 -0.01
C 2.4756 -1.9018 -3.9581 -0.60
C 2.3831 -1.2622 -5.1857 -0.33
C 1.1542 -1.1716 -5.8215 -0.83
C 0.0219 -1.7182 -5.2360 -0.04
C -3.4100 -1.4945 -2.8005 -1.10
C -3.3023 -0.7496 -4.0845 0.58
C -3.5906 -1.3596 -5.3040 -0.48
C -3.4671 -0.6573 -6.4933 -0.56
C -3.0385 0.6626 -6.4775 -0.53
C -2.7438 1.2767 -5.2675 -0.88
C -2.8804 0.5816 -4.0768 -0.17
H -1.9061 -3.0972 -4.0806 0.64
H -0.8851 -3.8740 -2.8331 0.67
H 1.4235 -2.9357 -2.4086 0.29
H 3.4235 -1.9548 -3.4371 0.36
H 3.2622 -0.8165 -5.6338 0.39
H 1.0694 -0.6570 -6.7712 0.39
H -0.9389 -1.6199 -5.7285 0.27
H -3.9215 -0.9084 -2.0392 -0.04
H -3.8830 -2.4728 -2.9002 0.64
H -3.9307 -2.3903 -5.3199 0.32
H -3.7004 -1.1437 -7.4331 0.37
H -2.9401 1.2087 -7.4074 0.38
H -2.4073 2.3053 -5.2454 0.52
H -2.6489 1.0710 -3.1378 0.66
```

Charge: -2
Kohn-Sham gap, Eh: 0.154
Molecular weight, g/mol: 1010.49
Max |F|, eV/A: 1.551



Entry 3:
DFT (ωB97M-V/def2-TZVPD) results for a structure of composition C26H33N3O2 in a non-equilibrium geometry.

XYZ file:
```
64
Properties=species:S:1:pos:R:3:mulliken_charge:R:1
C -5.2111 3.7566 -1.0184 -1.46
H -5.5085 4.1022 -2.0552 0.26
O -4.7841 2.4934 -1.3341 -0.39
C -4.3799 1.6566 -0.2868 1.01
C -4.1479 2.0264 0.8506 0.01
C -3.7283 1.2784 2.0384 -1.04
C -3.5130 -0.0934 1.8915 -0.71
C -3.6791 -0.4694 0.3332 0.22
C -4.2267 0.3691 -0.6163 -0.85
H -4.3568 -0.0768 -1.5177 0.74
C -3.4157 -1.7307 0.1713 -1.30
H -3.6293 -2.4265 0.9528 0.60
H -4.0197 -2.4701 -0.7313 0.33
C -1.8898 -2.1088 -0.3004 1.48
C -0.9160 -1.7111 0.5807 -1.89
N 0.3934 -1.9007 0.3736 0.34
C 0.7393 -1.2101 -0.8757 -1.12
C -0.2253 -1.5694 -1.9922 -2.12
C -1.5514 -1.3510 -1.7215 -1.01
H -2.3105 -1.8379 -2.3268 0.46
H -1.9889 -0.4164 -1.6159 0.84
H -0.0393 -2.4399 -2.1932 0.92
H -0.0316 -0.7577 -2.8840 0.31
H 1.6936 -1.0913 -1.0330 1.82
H 0.4964 0.1873 -0.9605 -0.07
C 1.5334 -1.6329 1.2943 -1.34
C 1.4919 -0.4447 1.8412 1.07
C 2.3186 0.9546 1.3902 -0.95
N 1.7812 1.8439 2.2241 0.64
N 0.8999 1.5639 3.0223 -1.31
C 0.6303 0.4290 2.7433 -0.48
H -0.1835 -0.1829 3.2393 0.37
H 2.2702 2.8529 2.0844 0.37
C 3.3287 0.7426 0.4031 1.02
C 3.1281 1.6375 -0.6722 -0.89
C 4.1529 2.0142 -1.6389 0.65
C 5.3072 1.0738 -1.7267 -1.03
C 5.4847 0.2768 -0.1910 -0.74
C 4.5177 0.1876 0.5680 1.80
C 4.7129 -0.5900 1.8388 -2.04
H 5.8882 -0.5458 2.3100 0.27
H 4.7104 -1.6975 1.6983 0.40
H 3.9848 -0.6284 2.5526 0.53
H 6.3576 -0.4439 -0.3444 0.30
H 5.9297 1.1932 -2.3974 0.67
C 4.0514 2.6325 -2.8777 -1.45
H 3.0456 3.1398 -2.7349 0.35
H 3.9919 1.9541 -3.7384 0.33
H 4.7421 3.4993 -3.0687 0.32
H 2.1081 2.3302 -0.7028 -0.02
H 1.2481 -2.3101 2.0636 0.40
H 2.4499 -1.8681 0.8315 0.60
H -0.8408 -2.2044 1.5352 0.34
H -1.0493 -0.7187 1.0243 0.60
C -1.6649 -3.7960 -0.3773 -0.67
H -2.0511 -4.0976 0.6672 0.34
O -0.5342 -4.2596 -0.9148 -0.58
H 0.0539 -3.6405 -0.3116 0.42
H -2.4383 -3.9799 -1.2524 0.39
H -2.9044 -0.6195 2.8019 0.24
H -3.4141 1.6943 2.8837 0.52
H -4.3098 3.2317 1.3277 0.01
H -5.9721 3.8851 -0.3878 0.53
H -4.5263 4.3144 -0.7369 0.65
```

Energy above the lowest of the compared OMol25 structures with the same formula, charge and spin, kcal per mole: 595.7
Kohn-Sham gap, Eh: 0.294
Molecular weight, g/mol: 419.57
Max |F|, eV/A: 17.602



Entry 4:
DFT (ωB97M-V/def2-TZVPD) results for the molecule C25H31NO3.

XYZ file:
```
60
Properties=species:S:1:pos:R:3:mulliken_charge:R:1
C 2.6883 -6.1974 5.7874 -0.86
O 2.8345 -5.2620 4.7486 -0.43
C 1.8177 -5.1329 3.8440 0.66
C 0.6339 -5.8606 3.8639 -0.34
C -0.3360 -5.6396 2.8975 -1.01
C -0.1432 -4.6942 1.9051 -0.49
C 1.0615 -3.9751 1.8599 1.20
C 2.0236 -4.1994 2.8307 -0.63
C 1.2644 -3.0666 0.7457 -0.52
C 0.2476 -2.7664 -0.0624 0.60
C 0.3536 -1.8914 -1.2736 -1.43
N -0.6529 -0.8440 -1.2440 0.34
C -0.8125 -0.1854 -2.5244 -0.83
C -2.0096 0.7606 -2.4787 -1.19
C -1.8918 1.8225 -1.3699 2.09
C -3.2606 2.5177 -1.1931 -1.76
O -3.6213 3.3618 -2.2569 -0.52
C -0.8252 2.8617 -1.7584 -1.20
C -0.6750 4.0481 -0.7979 -0.44
C 0.4446 4.9297 -1.2724 -0.10
C 1.7455 4.7276 -0.8303 -0.21
C 2.7814 5.5168 -1.2981 -0.64
C 2.5290 6.5184 -2.2195 -0.41
C 1.2360 6.7259 -2.6694 -0.65
C 0.2026 5.9357 -2.1993 -0.26
C -1.5659 1.0835 -0.0649 -1.61
C -0.3807 0.1356 -0.2092 -0.66
C -1.1214 -3.3114 0.2471 -0.34
O -1.1123 -4.5386 0.9557 -0.52
H 2.5825 -7.2166 5.4008 0.34
H 1.8305 -5.9606 6.4258 0.34
H 3.6024 -6.1301 6.3755 0.24
H 0.4467 -6.6019 4.6241 0.39
H -1.2540 -6.2056 2.9079 0.44
H 2.9535 -3.6527 2.8115 0.46
H 2.2593 -2.6815 0.5776 0.40
H 1.3779 -1.4837 -1.3511 0.29
H 0.1666 -2.5043 -2.1628 0.47
H 0.0999 0.3641 -2.8181 0.35
H -0.9967 -0.9507 -3.2841 0.47
H -2.1128 1.2371 -3.4566 0.51
H -2.9007 0.1567 -2.2910 0.38
H -3.2416 3.1561 -0.3075 0.48
H -4.0333 1.7502 -1.0349 0.60
H -3.6875 2.8326 -3.0588 0.35
H 0.1444 2.3706 -1.8494 0.43
H -1.0806 3.2624 -2.7423 0.47
H -0.4576 3.6917 0.2101 0.30
H -1.6033 4.6186 -0.7797 0.37
H 1.9477 3.9482 -0.1084 0.35
H 3.7880 5.3508 -0.9418 0.38
H 3.3366 7.1362 -2.5841 0.37
H 1.0328 7.5072 -3.3875 0.37
H -0.8065 6.1004 -2.5498 0.41
H -2.4378 0.4907 0.2201 0.46
H -1.3683 1.7932 0.7383 0.44
H 0.5420 0.7028 -0.4279 0.18
H -0.2242 -0.3962 0.7327 0.60
H -1.6889 -2.5608 0.8246 0.20
H -1.6732 -3.5056 -0.6763 0.30
```

Energy above the lowest of the compared OMol25 structures with the same formula, charge and spin, kcal per mole: 36.8
Kohn-Sham gap, Eh: 0.307
SMILES: COc1ccc2c(c1)C=C(CN1CCC(CO)(CCc3ccccc3)CC1)CO2
Molecular weight, g/mol: 393.53
Max |F|, eV/A: 0.579